[1]
C24H20Cl3FeN6O2Si as an isolated structure in a non-equilibrium geometry. Source: the Open Molecules 2025 dataset; level of theory: ωB97M-V with the def2-TZVPD basis set.

Properties
**HOMO (alpha / beta)**: -5.8 / -5.3 eV
**Frontier orbital gap (alpha / beta)**: 6.0 / 5.4 eV
**Relative energy (zero: lowest compared OMol25 entry of this formula, charge and spin)**: 2.400 eV
**Multiplicity**: 2
**LUMO level (alpha / beta)**: 0.179 / 0.148 eV

The geometry in XYZ format:
```
57
Properties=species:S:1:pos:R:3:forces:R:3:mulliken_spin:R:1
Fe 0.035908 -0.553257 0.391234 -0.73 -0.37 -1.16 1.00
Cl 3.202475 -3.347904 2.659451 0.19 -0.27 0.03 0.00
Cl 3.294117 -0.477180 4.309796 0.19 0.18 0.24 0.00
Cl 2.579303 -0.501632 1.031285 0.73 -0.05 0.06 0.02
Si 2.469537 -1.491120 2.798217 -0.87 0.21 -0.45 0.00
O 0.824207 -1.526042 2.921637 0.53 -0.16 0.33 0.00
O 0.294660 -2.499991 4.901297 -0.04 0.02 -0.19 0.00
N 0.636127 -2.534776 -0.563587 -0.22 0.38 0.66 0.01
N -1.755557 0.785129 -0.386200 -0.27 -0.02 0.37 0.03
N -1.296939 -1.861403 3.414210 -0.37 0.04 0.04 0.00
N 0.366996 -0.140266 -1.644867 0.18 0.08 1.34 -0.01
N -1.572279 -1.264246 2.186554 -0.16 -0.94 -0.84 0.00
N 0.069767 1.322433 1.839591 -0.36 -0.01 -0.29 0.00
C -0.846627 3.737550 2.898769 0.08 -0.17 -0.11 0.00
C 2.384984 -3.145164 -3.764273 0.06 0.09 -0.30 0.00
C 2.105040 -1.952079 -4.386787 0.05 -0.36 0.07 0.00
C -0.032386 1.106107 -2.011789 0.32 -0.01 -0.36 0.00
C 0.595126 1.973015 -2.907065 -0.08 -0.29 0.25 0.00
C 1.194626 -2.338834 -1.783293 0.20 -0.21 -0.25 -0.02
C 1.408950 -0.929058 -3.741681 -0.14 0.09 0.32 0.00
C -3.447694 2.444715 -0.018263 -0.19 0.39 -0.14 0.00
C -1.211057 1.585927 -1.338434 -0.08 0.27 -0.14 0.00
C -1.395610 2.528626 3.300519 0.02 0.19 0.10 0.00
C 0.175388 3.709867 1.961254 -0.08 0.25 0.19 0.00
C 2.027947 -4.611006 -1.804190 -0.16 0.05 0.25 -0.01
C 1.003965 -1.051650 -2.404606 0.02 0.30 -0.37 0.01
C 0.597363 2.490113 1.465268 0.12 -0.27 -0.10 0.01
C -2.836750 1.214842 0.235405 0.42 -0.35 -0.18 0.00
C -1.759961 2.852222 -1.673910 0.05 -0.26 0.12 0.00
C 1.893285 -3.372156 -2.464450 -0.12 0.17 0.14 0.00
C -1.130175 3.650956 -2.649975 0.24 0.13 -0.17 0.00
C 0.763457 -3.717800 0.007921 -0.22 0.44 0.11 -0.01
C 1.456853 -4.782144 -0.570100 0.24 -0.30 -0.29 0.00
C -0.908433 1.359994 2.748385 0.27 0.20 0.41 0.00
C 0.040639 3.218510 -3.220555 -0.26 0.24 0.06 0.00
C -0.021289 -2.010843 3.847169 0.45 -0.01 0.21 0.00
C -2.914298 3.264635 -0.977128 -0.06 -0.19 0.14 -0.01
H -1.294133 0.396413 3.063961 0.50 1.09 0.33 0.00
H -2.244231 -0.517084 2.287674 -0.20 -0.35 -0.20 0.00
H 1.554091 1.701096 -3.321178 -0.04 -0.05 -0.10 0.00
H 1.397270 2.429929 0.736123 -0.04 0.03 -0.06 0.00
H -4.327406 2.737760 0.539969 -0.01 -0.03 -0.01 0.00
H -3.253058 0.547733 0.984301 -0.13 0.06 -0.02 0.00
H 1.523844 -5.729593 -0.051575 0.00 0.03 0.04 0.00
H -2.186610 2.492250 4.037865 0.01 -0.02 0.01 0.00
H -3.361957 4.223699 -1.207679 0.01 0.02 0.02 0.00
H -1.559094 4.610125 -2.912250 0.00 0.00 0.02 0.00
H 2.431611 -1.797095 -5.408231 -0.01 0.01 0.00 0.00
H 0.553235 3.855868 -3.931303 0.00 -0.01 0.00 0.00
H 1.164706 -0.033195 -4.288668 0.08 0.03 -0.02 0.00
H 0.646390 4.624918 1.629115 0.01 -0.03 -0.06 0.00
H -2.023216 -2.241703 3.997982 -0.06 -0.05 -0.01 0.00
H 2.940080 -3.926107 -4.268652 -0.01 0.00 0.01 0.00
H -1.197889 4.671431 3.316064 -0.01 0.03 -0.03 0.00
H 2.559651 -5.417691 -2.293494 0.02 -0.01 0.01 0.00
H 0.289849 -3.830774 0.978291 0.02 -0.04 0.01 0.00
H -1.904794 -1.934074 1.504855 -0.11 -0.21 -0.05 0.00
```
Forces are in eV/Å.

[2]
C5H7N2S as an isolated structure in a non-equilibrium geometry. Source: the Open Molecules 2025 dataset; level of theory: ωB97M-V with the def2-TZVPD basis set.

Properties
**HOMO**: -11.8 eV
**Net charge**: +1
**Frontier orbital gap**: 7.2 eV
**Relative energy (zero: lowest compared OMol25 entry of this formula, charge and spin)**: 3.108 eV
**LUMO level**: -4.635 eV

The geometry in XYZ format:
```
15
Properties=species:S:1:pos:R:3:forces:R:3:lowdin_charge:R:1
S 2.271753 1.394418 -0.363977 -2.18 -2.45 0.71 0.88
N -0.634606 0.182315 0.251860 -1.05 -0.84 1.33 0.04
N -2.331255 1.570361 -0.147426 2.65 -0.92 0.67 0.21
C 3.295979 0.077832 -0.113041 -0.52 -2.38 0.26 -0.53
C 2.860926 -1.198959 0.229111 -0.18 3.77 -0.46 -0.15
C -1.013044 1.400840 -0.043245 -1.17 -0.53 -0.95 -0.08
C 1.471311 -1.282840 0.428734 -2.37 -0.85 1.15 -0.13
C 0.610311 -0.274157 0.249645 6.79 1.95 -1.42 -0.14
H 3.545159 -1.919139 0.552074 0.72 -1.18 0.06 0.10
H -2.857012 0.739679 0.040630 -1.00 0.30 -0.11 0.14
H -1.230681 -0.526528 0.721295 -0.39 0.91 -0.62 0.21
H 1.113545 -2.206003 0.912586 -0.17 0.20 -0.48 0.14
H -0.229315 2.126614 -0.359624 -0.95 -0.48 0.44 0.14
H -2.679936 2.444422 -0.374277 -1.25 1.62 -0.38 0.11
H 4.342684 0.110054 -0.246919 1.07 0.89 -0.19 0.06
```
Forces are in eV/Å.